Entry 1:
{"formula": "C3H10O2S2", "method": "ωB97M-V/def2-TZVPD", "species": ["C", "C", "O", "C", "S", "S", "H", "H", "H", "H", "H", "H", "H", "H", "H", "H", "O"], "xyz": [[-0.492860, 1.059348, 0.206037], [-0.964523, 0.945168, -1.302796], [-1.361968, -0.314525, -1.702396], [0.477186, 0.040582, 0.558948], [1.862224, 0.486402, 1.724736], [1.165582, 1.660165, 3.211898], [-1.462716, 1.187680, 0.888819], [-0.125773, 2.115813, 0.347382], [-1.819295, 1.565346, -1.578394], [-0.180939, 1.141180, -1.953984], [-1.749660, -0.804549, -0.914961], [1.076900, -0.260452, -0.372805], [0.171628, -0.870484, 1.137831], [0.767247, 0.656794, 3.917978], [1.126520, -3.511289, -0.989887], [0.976129, -2.260630, -1.895863], [0.534319, -2.836547, -1.282542]], "forces_ev_per_angstrom": [[-3.829, 3.242, -0.309], [-1.168, 0.377, 1.820], [-0.985, -3.137, 1.635], [2.458, -2.195, 0.948], [0.754, 0.260, -1.037], [0.019, 0.999, -0.735], [1.922, -1.048, -1.216], [0.252, -1.002, -0.347], [0.278, 0.929, 0.623], [1.794, 0.975, -1.012], [0.654, 0.794, -1.616], [-0.869, 0.139, 1.418], [-0.596, 0.670, -1.409], [-0.629, -0.931, 1.214], [0.780, -0.494, 0.053], [0.386, 0.148, -0.350], [-1.221, 0.275, 0.319]], "mulliken_charge": [-0.582, -0.689, -0.492, -0.170, -0.082, -0.207, 0.278, 0.387, 0.322, 0.345, 0.320, 0.064, 0.356, 0.144, 0.293, 0.309, -0.595], "orbital_gap_ev": 9.526, "homo_energy_ev": -8.985, "relative_energy_kcal_mol": 26.05, "smiles": "OCCCSS.O", "energy_ha": -1067.10484, "multiplicity": 1}



Entry 2:
{"formula": "C38H28Cl2N7NaO2Se", "method": "ωB97M-V/def2-TZVPD", "species": ["Na", "Cl", "C", "C", "C", "N", "C", "O", "C", "C", "C", "C", "C", "N", "C", "C", "C", "Cl", "N", "C", "O", "C", "C", "C", "C", "C", "N", "H", "H", "H", "H", "H", "H", "H", "H", "H", "H", "C", "C", "C", "C", "C", "C", "C", "C", "C", "C", "C", "C", "C", "C", "C", "N", "H", "H", "H", "H", "H", "H", "H", "H", "H", "H", "C", "N", "C", "C", "N", "C", "C", "Se", "H", "H", "H", "H", "H", "H", "H", "H"], "xyz": [[-0.401158, -1.191670, -0.675437], [-3.752658, -4.497370, 5.299563], [-2.731258, -3.470170, 4.335263], [-2.777258, -3.568970, 2.952363], [-1.964958, -2.781770, 2.149963], [-2.068358, -2.856170, 0.781863], [-1.065358, -3.256570, 0.060763], [-1.037858, -3.206670, -1.187537], [0.132642, -3.799770, 0.796263], [-0.010558, -4.830670, 1.725363], [1.094442, -5.230970, 2.449563], [2.297942, -4.577070, 2.236863], [2.337942, -3.568770, 1.287663], [1.292942, -3.202170, 0.567363], [-1.072758, -1.845370, 2.749963], [-1.049158, -1.771770, 4.147963], [-1.867258, -2.569970, 4.923263], [-1.823158, -2.402970, 6.656563], [-0.401958, -0.954270, 1.983363], [0.831442, -0.577270, 2.256863], [1.710642, -1.213370, 2.849363], [1.164842, 0.840330, 1.817163], [0.838942, 1.820330, 2.715063], [1.120642, 3.214330, 2.654163], [1.520542, 3.968330, 1.610263], [1.619542, 3.459230, 0.194463], [2.004742, 1.038930, 0.803763], [-3.438758, -4.279570, 2.480263], [-0.974658, -5.296170, 1.866063], [1.019142, -6.040170, 3.170263], [3.182642, -4.837670, 2.800363], [3.256642, -3.035370, 1.084363], [-0.397258, -1.060470, 4.631863], [0.335442, 1.485030, 3.613663], [0.962942, 3.747930, 3.589463], [1.673642, 5.032730, 1.752163], [2.105242, 4.206830, -0.444037], [4.689142, 0.491030, -0.508337], [4.916242, 1.721630, 0.185863], [3.904942, 2.564130, 0.461163], [2.507542, 2.216830, 0.202063], [2.268242, 0.907330, -0.575637], [3.460442, 0.135230, -0.915837], [0.169842, 3.373930, -0.182737], [-0.430358, 4.561530, -0.681737], [-1.784858, 4.630530, -0.807937], [-2.566658, 3.507830, -0.458537], [-3.972758, 3.492830, -0.511337], [-4.669658, 2.379630, -0.125937], [-3.983558, 1.233030, 0.304963], [-2.616758, 1.213430, 0.366363], [-1.871958, 2.350130, -0.005437], [-0.533658, 2.314730, 0.118763], [5.551642, -0.106170, -0.779637], [5.939342, 2.018430, 0.385163], [4.087542, 3.565130, 0.835263], [3.296342, -0.702770, -1.580337], [0.192042, 5.411630, -0.932637], [-2.271658, 5.533930, -1.165037], [-4.492658, 4.377830, -0.862337], [-5.752958, 2.374830, -0.161037], [-4.541758, 0.362930, 0.617163], [-2.081158, 0.347330, 0.727663], [0.245942, -2.519370, -4.066237], [-0.109958, -1.299370, -4.729737], [0.212342, -1.007070, -6.028237], [-0.148058, 0.282730, -6.237837], [-0.678158, 0.729630, -5.053437], [-1.060158, 2.087830, -4.802537], [-0.670858, -0.239670, -4.106737], [0.938442, 0.780030, -1.969237], [0.119042, -3.371570, -4.735437], [-0.373458, -2.637570, -3.181437], [1.288142, -2.469970, -3.744437], [0.672642, -1.719270, -6.688037], [-0.069958, 0.909530, -7.107737], [-0.220358, 2.754830, -5.013037], [-1.313358, 2.170930, -3.746937], [-1.913658, 2.380630, -5.425437]], "forces_ev_per_angstrom": [[0.145, 0.895, 0.023], [-0.206, -0.192, 0.075], [-0.017, -0.084, -0.122], [0.030, 0.169, 0.162], [0.106, 0.213, 0.488], [-0.674, 0.201, -0.448], [-0.478, -1.067, 0.638], [0.281, -0.294, -0.848], [0.113, -0.373, 0.180], [0.062, -0.089, -0.150], [0.083, -0.092, -0.026], [-0.013, -0.056, 0.004], [0.367, -0.147, 0.089], [-0.185, 0.268, -0.385], [-0.428, -0.385, 0.615], [-0.018, -0.109, -0.058], [0.005, -0.017, 0.050], [0.095, 0.080, 0.242], [-0.266, 0.615, -0.955], [0.148, -0.236, -0.053], [0.222, 0.135, 0.261], [0.239, 0.048, 0.879], [-0.141, -0.364, 0.166], [0.162, 0.333, -0.072], [0.235, 0.423, 0.200], [0.091, -0.248, -0.014], [0.340, 0.379, 0.394], [-0.101, -0.045, -0.035], [-0.020, 0.018, 0.016], [-0.005, 0.093, -0.015], [0.063, 0.037, 0.016], [0.095, 0.079, 0.073], [0.101, 0.033, -0.001], [-0.043, -0.084, -0.023], [0.025, 0.016, -0.001], [-0.021, 0.036, 0.094], [-0.091, -0.049, 0.072], [-0.181, -0.621, -0.275], [-0.120, 0.784, 0.255], [0.560, -0.087, 0.076], [-0.179, 0.170, 0.150], [-0.607, 0.050, -0.937], [0.800, -0.352, -0.026], [-0.400, -0.141, -0.183], [-0.313, 0.141, -0.099], [0.214, 0.042, -0.127], [0.190, -0.315, 0.133], [-0.205, -0.015, -0.027], [-0.128, 0.217, -0.170], [0.178, -0.143, 0.163], [-0.233, -0.139, -0.030], [-0.471, 0.617, -0.169], [0.406, 0.246, 0.233], [-0.004, -0.070, -0.064], [0.020, 0.055, 0.069], [0.109, 0.036, 0.137], [0.078, -0.098, 0.065], [0.040, 0.003, 0.007], [0.012, -0.030, -0.009], [-0.027, 0.043, 0.011], [-0.002, 0.016, -0.008], [-0.026, -0.132, -0.014], [0.093, -0.098, 0.145], [0.170, -0.274, 0.394], [-0.306, 0.484, -0.437], [0.174, 0.347, -0.540], [0.277, -0.260, -0.366], [0.115, -0.581, -0.085], [-0.184, 0.375, 0.077], [-0.628, 0.004, 0.738], [0.262, -0.176, -0.532], [-0.088, 0.004, -0.014], [-0.012, -0.133, -0.017], [0.013, -0.027, 0.037], [0.050, -0.046, -0.088], [0.060, -0.017, -0.111], [-0.043, -0.006, 0.074], [-0.004, 0.018, -0.051], [0.036, -0.035, 0.085]], "mulliken_charge": [0.563, -0.288, 0.364, -0.263, -0.416, -0.633, -0.025, -0.857, 0.764, -0.555, -0.509, -0.615, -0.271, -0.150, 0.251, -0.383, -0.161, -0.283, 0.567, -1.005, -0.717, 1.374, -0.378, -0.437, -1.112, -0.562, 0.323, 0.475, 0.455, 0.389, 0.376, 0.398, 0.516, 0.333, 0.338, 0.294, 0.753, -0.695, -0.629, -1.381, 0.737, 1.322, -1.261, 0.668, -1.246, -1.162, 1.222, -0.782, -0.559, -1.022, -0.357, -0.665, 0.967, 0.386, 0.349, 0.369, 0.372, 0.425, 0.343, 0.353, 0.356, 0.504, 0.762, -0.719, 0.479, -0.495, -0.468, 0.404, -0.952, -0.888, -0.231, 0.326, 0.211, 0.259, 0.407, 0.428, 0.330, 0.281, 0.339], "orbital_gap_ev": 5.238, "homo_energy_ev": -1.372, "relative_energy_kcal_mol": 84.51, "energy_ha": -5482.74601, "multiplicity": 1, "charge": -2}



Entry 3:
{"formula": "C2N4O2", "method": "ωB97M-V/def2-TZVPD", "species": ["C", "C", "N", "N", "N", "N", "O", "O"], "xyz": [[0.054637, 0.714250, 0.136192], [-0.030258, -0.561431, 0.194837], [-1.854017, 0.015665, 0.001352], [-1.198606, 1.078396, -0.029045], [1.340760, 1.051266, -0.053808], [1.932421, -0.073501, -0.155540], [1.077506, -1.223009, 0.071940], [-1.322441, -1.001638, -0.165931]], "forces_ev_per_angstrom": [[0.255, 1.066, 0.073], [0.556, -7.638, -1.002], [-12.137, 10.570, -1.334], [-2.377, 3.745, 1.063], [1.158, -1.991, -0.627], [3.115, 1.120, 0.633], [0.432, 1.574, -0.771], [8.998, -8.446, 1.965]], "mulliken_charge": [0.593, 0.304, 0.049, -0.389, -0.283, -0.044, -0.182, -0.048], "orbital_gap_ev": 10.092, "homo_energy_ev": -10.507, "relative_energy_kcal_mol": 77.37, "energy_ha": -445.44834, "multiplicity": 1}